The following is a DFT calculation (wB97M-V/def2-TZVPD) of a molecular structure, C20H30FN4OSZr.

Each line ends with the Mulliken charge.
Positions of all 58 atoms, in Å:
Zr -0.6843 -0.3868 -0.2181  0.845
C -1.1491 1.1288 -2.7369  -1.075
C 0.3026 1.3881 -2.2849  -0.762
C 1.1222 0.0998 -2.4035  -1.278
C 0.2958 2.1725 -0.9645  1.528
C -0.1668 3.4873 -1.0530  -1.073
C -0.2224 4.2929 0.0646  -1.617
C 0.1580 3.8017 1.3117  -0.443
C 0.5959 2.5009 1.4708  0.674
C 0.9874 1.9880 2.8415  0.587
C -0.2120 2.0067 3.7940  -1.187
C 2.1416 2.8101 3.4257  -1.489
C 0.6734 1.6893 0.3111  0.211
N 0.9958 0.3116 0.4234  0.814
C 2.2169 -0.3378 0.6523  -0.264
C 3.4473 0.2158 0.9661  -0.407
C 4.5280 -0.6408 1.1539  -1.058
C 4.3922 -2.0178 1.0313  -0.552
C 3.1624 -2.5943 0.7000  -1.202
C 2.1423 -1.7103 0.5270  0.932
F 0.8240 -2.1388 0.1467  0.062
H -1.1992 0.4720 -3.6055  0.431
H -1.6654 2.0574 -2.9766  0.494
H -1.8155 0.7186 -1.9432  0.314
H 0.7396 2.0710 -3.0152  0.790
H 0.6145 -0.8308 -2.0389  0.477
H 2.1027 0.1404 -1.9366  0.331
H 1.2469 -0.1420 -3.4597  0.527
H -0.4487 3.8928 -2.0171  0.517
H -0.5569 5.3175 -0.0299  0.431
H 0.1066 4.4558 2.1724  0.487
H 1.3203 0.9520 2.7468  0.227
H -0.5639 3.0234 3.9706  0.353
H 0.0670 1.5784 4.7557  0.444
H -1.0559 1.4300 3.4037  0.085
H 1.8332 3.8400 3.6083  0.371
H 3.0073 2.8360 2.7635  0.282
H 2.4555 2.3857 4.3785  0.476
H 3.5546 1.2885 1.0598  0.547
H 5.4937 -0.2230 1.4026  0.464
H 5.2477 -2.6597 1.1868  0.456
H 3.0353 -3.6619 0.5905  0.518
O -1.4731 -1.2519 1.6371  -0.475
S -2.5725 -0.1748 1.7301  0.428
N -2.5274 0.6456 0.4952  -0.299
N -4.6602 -4.2885 -2.5246  -0.283
C -3.3099 -4.1287 -1.8691  -0.723
C -2.9284 -2.6551 -1.6759  -0.908
N -1.5954 -2.5249 -1.0361  -0.558
H -4.8894 -5.2826 -2.6402  0.387
H -4.6956 -3.8692 -3.4593  0.362
H -5.4177 -3.8758 -1.9708  0.364
H -2.5936 -4.6437 -2.5088  0.418
H -3.3647 -4.6555 -0.9168  0.411
H -3.6640 -2.1497 -1.0475  0.446
H -2.9001 -2.1391 -2.6369  0.454
H -0.8911 -2.9914 -1.6087  0.347
H -1.5879 -3.0239 -0.1436  0.361

Forces on the atoms, in the same order (eV/Å):
Zr 0.203 0.017 -0.009
C -0.085 0.017 0.024
C -0.069 0.001 -0.002
C 0.000 -0.155 -0.002
C -0.075 0.021 -0.040
C 0.008 -0.014 0.029
C 0.004 -0.014 0.004
C 0.000 0.002 -0.019
C -0.006 0.020 0.009
C 0.003 -0.028 0.003
C 0.019 0.005 -0.012
C -0.018 -0.001 0.000
C 0.065 0.132 0.119
N 0.115 -0.108 -0.013
C -0.067 0.057 0.038
C -0.008 0.032 -0.013
C -0.006 -0.017 0.000
C -0.009 0.010 -0.004
C 0.024 0.029 0.018
C -0.038 0.002 -0.021
F 0.027 -0.038 -0.025
H 0.019 0.000 0.000
H 0.017 0.009 0.013
H -0.012 -0.075 -0.094
H -0.001 -0.019 -0.011
H 0.035 -0.024 0.021
H -0.002 0.019 -0.008
H -0.001 0.042 -0.007
H 0.001 -0.010 -0.005
H 0.001 0.000 0.005
H 0.001 -0.004 0.004
H 0.006 0.010 -0.004
H -0.011 -0.002 -0.003
H -0.008 -0.001 0.006
H 0.001 0.004 0.013
H 0.014 0.001 0.011
H 0.001 -0.005 -0.011
H 0.000 0.001 0.004
H 0.008 -0.001 0.013
H 0.002 -0.002 -0.001
H -0.003 -0.007 0.001
H -0.005 -0.005 0.001
O -0.038 0.066 -0.111
S -0.135 0.003 0.150
N 0.064 0.017 0.006
N -0.017 0.019 -0.010
C 0.010 -0.016 -0.006
C -0.039 -0.084 -0.008
N 0.001 0.083 -0.070
H 0.017 -0.005 0.009
H -0.004 0.003 0.004
H 0.000 0.003 -0.004
H -0.005 -0.003 0.003
H 0.002 0.005 0.002
H 0.010 0.010 0.000
H 0.004 0.014 0.008
H -0.007 -0.007 -0.001
H -0.011 -0.012 -0.005

Results
E_LUMO ... -10.120 eV
HOMO-LUMO gap ... 6.6 eV
Charge ... +3
Energy relative to the best compared isomer or geometry (same formula, charge and spin) ... 0.0 kJ/mol
Largest force on an atom ... 0.20 eV/A
HOMO energy ... -16.7 eV